1.
DFT (wB97M-V/def2-TZVPD) results for a single C5H4S molecule.

Bonds (Å) are listed after each position.
Element x y z (Å)
1 C 0.36 -2.12 0.74  C2 1.225, H7 1.098
2 C 0.08 -0.96 0.46  C1 1.225, C3 1.460
3 C -0.35 0.42 0.25  C2 1.460, S4 1.850, C5 1.438, H8 1.089
4 S -2.06 0.64 -0.43  C3 1.850, H9 1.330
5 C 0.68 1.07 -0.51  C3 1.438, C6 1.191
6 C 1.55 1.61 -1.11  C5 1.191, H10 1.088
7 H 0.58 -3.14 1.07  C1 1.098
8 H -0.49 0.88 1.22  C3 1.089
9 H -2.65 -0.43 0.08  S4 1.330
10 H 2.31 2.03 -1.77  C6 1.088

Output
Energy relative to the best compared isomer or geometry (same formula, charge and spin) in eV: 2.751
SMILES string: C#CC(S)C#C
Frontier orbital gap in eV: 10.25
HOMO in eV: -9.51
2S+1: 1

Here are the Mulliken charges for atoms 1 to 6, given in e: atom 1 (C): 0.142, atom 2 (C): -0.720, atom 3 (C): 0.234, atom 4 (S): -0.255, atom 5 (C): -0.820, atom 6 (C): 0.218

2.
DFT (wB97M-V/def2-TZVPD) results for 2 unconnected molecules or ions with the total composition C5H5BrFN.

Bonds (Å) are listed after each position.
Element x y z (Å)
1 C -1.58 0.54 0.59  C2 1.405, C5 1.358, H9 1.076
2 C -1.62 -0.87 0.60  C1 1.405, N6 1.337, H10 1.079
3 C 0.33 -1.08 -0.55  C4 1.492, N6 1.288, H11 1.082
4 C 0.67 0.37 -0.47  C3 1.492, C5 1.482, H12 1.106, H13 1.098
5 C -0.49 1.14 0.05  C1 1.358, C4 1.482, F7 1.337
6 N -0.71 -1.62 -0.02  C2 1.337, C3 1.288
7 F -0.39 2.47 -0.01  C5 1.337
8 Br 5.06 -0.21 0.05  no bonds
9 H -2.39 1.12 1.00  C1 1.076
10 H -2.43 -1.40 1.08  C2 1.079
11 H 1.02 -1.73 -1.07  C3 1.082
12 H 1.55 0.51 0.18  C4 1.106
13 H 0.99 0.76 -1.44  C4 1.098

Output
Energy relative to the best compared isomer or geometry (same formula, charge and spin) in eV: 2.509
Frontier orbital gap (alpha / beta) in eV: 9.53 / 3.26
HOMO (alpha / beta) in eV: -9.86 / -7.19
2S+1: 1

Here are the Mulliken charges for atoms 1 to 6, given in e: atom 1 (C): -0.228, atom 2 (C): -0.415, atom 3 (C): -0.231, atom 4 (C): -0.142, atom 5 (C): 0.270, atom 6 (N): -0.579

3.
DFT (wB97M-V/def2-TZVPD) results for 2 unconnected molecules or ions with the total composition C5H5BrO.

Bonds (Å) are listed after each position.
Element x y z (Å)
1 C 1.03 1.06 0.67  C2 1.336, C3 1.211
2 C 0.22 0.49 -0.22  C1 1.336, C4 1.491, H8 1.225
3 C 1.79 1.46 1.53  C1 1.211, H9 1.130
4 C -0.31 -0.91 -0.22  C2 1.491, C5 1.536, O6 1.204
5 C -1.15 -1.32 -1.44  C4 1.536, H10 1.071, H11 0.994, H12 1.090
6 O 0.12 -1.71 0.57  C4 1.204
7 Br -0.32 2.48 3.03  no bonds
8 H -0.09 0.99 -1.30  C2 1.225
9 H 2.56 1.73 2.30  C3 1.130
10 H -1.27 -2.38 -1.32  C5 1.071
11 H -0.53 -1.18 -2.21  C5 0.994
12 H -2.04 -0.71 -1.40  C5 1.090

Output
Energy relative to the best compared isomer or geometry (same formula, charge and spin) in eV: 2.610
Frontier orbital gap (alpha / beta) in eV: 7.89 / 6.61
HOMO (alpha / beta) in eV: -10.01 / -9.35
2S+1: 1

Here are the Mulliken charges for atoms 1 to 6, given in e: atom 1 (C): 0.025, atom 2 (C): -0.534, atom 3 (C): -0.099, atom 4 (C): 0.880, atom 5 (C): -1.285, atom 6 (O): -0.518

4.
DFT (wB97M-V/def2-TZVPD) results for a single C5H5BrO molecule.

Bonds (Å) are listed after each position.
Element x y z (Å)
1 C -2.00 1.10 0.33  C2 1.568, H8 1.053, H9 0.988, H10 1.028
2 C -0.91 -0.01 0.56  C1 1.568, O3 1.204, C4 1.498
3 O -0.83 -0.60 1.61  C2 1.204
4 C 0.06 -0.18 -0.56  C2 1.498, C5 1.319, H11 1.150
5 C 1.27 -0.71 -0.52  C4 1.319, C6 1.286
6 C 2.36 -1.34 -0.24  C5 1.286, Br7 2.084, H12 1.037
7 Br 4.01 -0.11 0.14  C6 2.084
8 H -1.44 1.98 0.33  C1 1.053
9 H -2.73 0.91 0.97  C1 0.988
10 H -2.31 0.85 -0.62  C1 1.028
11 H -0.29 0.34 -1.52  C4 1.150
12 H 2.80 -2.24 -0.49  C6 1.037

Output
Energy relative to the best compared isomer or geometry (same formula, charge and spin) in eV: 0.769
SMILES string: CC(=O)C=C=CBr
Frontier orbital gap in eV: 8.84
HOMO in eV: -9.72
2S+1: 1

Here are the Mulliken charges for atoms 1 to 6, given in e: atom 1 (C): -1.222, atom 2 (C): 0.758, atom 3 (O): -0.516, atom 4 (C): -0.275, atom 5 (C): 0.239, atom 6 (C): -0.564

5.
DFT (wB97M-V/def2-TZVPD) results for 2 unconnected molecules or ions with the total composition C5H5BrO2.

Bonds (Å) are listed after each position.
Element x y z (Å)
1 C 0.64 0.84 1.02  C2 1.413, C3 1.341, H9 1.089
2 C 0.71 1.43 -0.27  C1 1.413, C4 1.343, H10 1.088
3 C 0.30 -0.46 1.10  C1 1.341, C5 1.433, H11 1.122
4 C 0.31 0.66 -1.30  C2 1.343, O6 1.309, H12 1.186
5 C -0.34 -1.04 -0.05  C3 1.433, O6 1.329, O7 1.302
6 O -0.16 -0.56 -1.27  C4 1.309, C5 1.329
7 O -0.76 -2.27 0.06  C5 1.302, H13 0.996
8 Br -2.47 0.52 0.30  no bonds
9 H 1.11 1.22 1.92  C1 1.089
10 H 0.99 2.47 -0.39  C2 1.088
11 H 0.20 -0.97 2.09  C3 1.122
12 H 0.41 0.95 -2.45  C4 1.186
13 H -0.95 -2.79 -0.77  O7 0.996

Output
Energy relative to the best compared isomer or geometry (same formula, charge and spin) in eV: 1.256
Frontier orbital gap (alpha / beta) in eV: 7.38 / 7.37
HOMO (alpha / beta) in eV: -7.86 / -7.86
2S+1: 1

Here are the Mulliken charges for atoms 1 to 6, given in e: atom 1 (C): -0.271, atom 2 (C): -0.275, atom 3 (C): -0.126, atom 4 (C): -0.088, atom 5 (C): 0.321, atom 6 (O): -0.257

6.
DFT (wB97M-V/def2-TZVPD) results for a single C5H5Cl molecule.

Bonds (Å) are listed after each position.
Element x y z (Å)
1 C 2.07 -0.93 -0.77  C2 1.170, H7 1.065
2 C 1.27 -0.75 0.06  C1 1.170, C3 1.545
3 C 0.09 -0.39 0.99  C2 1.545, C4 1.517, H8 1.181, H9 1.068
4 C -1.11 0.05 0.16  C3 1.517, C5 1.335, Cl6 1.794
5 C -1.09 1.24 -0.44  C4 1.335, H10 1.048, H11 1.067
6 Cl -2.39 -1.12 -0.28  C4 1.794
7 H 2.76 -1.06 -1.57  C1 1.065
8 H 0.66 0.51 1.51  C3 1.181
9 H -0.13 -1.18 1.67  C3 1.068
10 H -1.91 1.78 -0.80  C5 1.048
11 H -0.21 1.84 -0.53  C5 1.067

Output
Energy relative to the best compared isomer or geometry (same formula, charge and spin) in eV: 2.524
SMILES string: C#CCC(=C)Cl
Frontier orbital gap in eV: 10.27
HOMO in eV: -9.46
2S+1: 1

Here are the Mulliken charges for atoms 1 to 6, given in e: atom 1 (C): 0.067, atom 2 (C): -0.450, atom 3 (C): -0.686, atom 4 (C): 0.464, atom 5 (C): -0.759, atom 6 (Cl): -0.195

Which value of energy relative to the best compared isomer or geometry (same formula, charge and spin) does entry 5 give?
1.256 eV